{
  "formula": "C30H55ClF2N4O22P",
  "method": "wB97M-V/def2-TZVPD",
  "elements": ["C", "C", "O", "O", "C", "O", "C", "C", "C", "N", "C", "C", "C", "O", "C", "F", "C", "Cl", "N", "C", "O", "N", "O", "C", "C", "C", "F", "P", "N", "O", "H", "H", "H", "H", "H", "H", "H", "H", "H", "H", "H", "H", "H", "H", "H", "H", "H", "H", "H", "H", "H", "H", "H", "H", "H", "C", "O", "C", "O", "O", "C", "H", "H", "H", "H", "H", "H", "C", "O", "C", "O", "O", "C", "H", "H", "H", "H", "H", "H", "C", "O", "C", "O", "O", "C", "H", "H", "H", "H", "H", "H", "C", "O", "C", "O", "O", "C", "H", "H", "H", "H", "H", "H", "C", "O", "C", "O", "O", "C", "H", "H", "H", "H", "H", "H"],
  "xyz": [[-1.787, 3.034, -1.252], [-2.236, 2.167, -0.110], [-3.350, 1.982, 0.187], [-1.250, 1.491, 0.604], [-0.005, 2.076, 0.772], [0.129, 3.109, 1.323], [1.086, 1.277, 0.105], [0.959, -0.228, 0.327], [1.434, -0.750, 1.703], [1.027, 0.147, 2.804], [2.009, 1.233, 3.035], [0.920, -0.553, 4.090], [2.170, -1.180, 4.672], [-0.104, -0.573, 4.663], [0.795, -2.133, 1.886], [-0.569, -1.953, 2.108], [0.841, -3.112, 0.709], [2.151, -4.297, 0.760], [0.762, -2.481, -0.662], [-0.687, -2.472, -1.171], [-0.704, -3.148, -2.380], [-1.311, -2.273, -3.544], [-2.389, -2.555, -3.713], [1.531, -1.121, -0.815], [1.237, -0.669, -2.274], [2.160, 0.250, -3.082], [2.341, 1.522, -2.552], [3.424, -1.537, -0.499], [3.993, 0.052, -0.636], [3.847, -2.079, -1.993], [-0.855, 2.696, -1.711], [-2.583, 3.029, -2.001], [-1.641, 4.057, -0.886], [0.925, 1.492, -0.952], [2.066, 1.669, 0.374], [-0.128, -0.407, 0.345], [2.528, -0.886, 1.731], [1.897, 2.034, 2.307], [1.797, 1.683, 4.011], [3.046, 0.865, 3.048], [1.912, -2.150, 5.103], [2.536, -0.528, 5.475], [2.986, -1.286, 3.949], [1.215, -2.673, 2.742], [-0.059, -3.721, 0.819], [1.225, -3.138, -1.297], [-1.300, -2.991, -0.428], [-1.046, -1.439, -1.242], [0.227, -0.238, -2.328], [1.213, -1.580, -2.885], [1.678, 0.385, -4.060], [3.129, -0.206, -3.285], [4.551, 0.205, -1.475], [4.618, 0.216, 0.153], [3.495, -2.949, -2.232], [-4.721, 4.060, 6.587], [-3.832, 2.966, 6.326], [-3.471, 2.845, 5.047], [-3.823, 3.560, 4.143], [-2.659, 1.793, 4.943], [-2.193, 1.539, 3.611], [-4.923, 4.025, 7.654], [-4.250, 5.005, 6.325], [-5.646, 3.943, 6.026], [-1.628, 2.394, 3.240], [-3.030, 1.340, 2.944], [-1.554, 0.663, 3.686], [-5.877, 0.830, -0.849], [-6.335, -0.452, -1.313], [-6.127, -0.677, -2.604], [-5.550, 0.055, -3.373], [-6.649, -1.865, -2.917], [-6.516, -2.232, -4.293], [-6.076, 0.851, 0.217], [-4.817, 0.953, -1.026], [-6.429, 1.627, -1.345], [-5.466, -2.293, -4.576], [-7.023, -1.512, -4.933], [-6.986, -3.207, -4.381], [-6.383, -1.069, 12.041], [-5.822, -1.205, 10.730], [-5.849, -0.089, 10.003], [-6.291, 0.974, 10.360], [-5.304, -0.346, 8.814], [-5.273, 0.781, 7.929], [-6.289, -2.048, 12.501], [-5.833, -0.327, 12.617], [-7.430, -0.780, 11.981], [-4.683, 1.586, 8.360], [-6.285, 1.129, 7.727], [-4.804, 0.433, 7.015], [2.825, -2.240, -8.255], [3.269, -1.050, -8.912], [3.448, 0.001, -8.121], [3.259, 0.025, -6.924], [3.876, 1.018, -8.855], [4.130, 2.230, -8.133], [2.733, -2.986, -9.038], [3.556, -2.562, -7.515], [1.860, -2.075, -7.778], [4.908, 2.074, -7.387], [3.221, 2.585, -7.652], [4.466, 2.944, -8.877], [9.973, -0.738, -5.536], [8.918, 0.167, -5.177], [7.706, -0.374, -5.164], [7.433, -1.522, -5.410], [6.824, 0.573, -4.824], [5.471, 0.112, -4.795], [10.884, -0.149, -5.500], [10.026, -1.561, -4.826], [9.814, -1.128, -6.539], [5.361, -0.686, -4.057], [5.146, -0.244, -5.766], [4.862, 0.970, -4.516]],
  "forces_ev_per_a": [[0.12, 0.13, -0.08], [1.36, 0.52, -0.27], [-1.69, -0.34, 0.52], [0.28, -0.04, -0.20], [-0.11, -0.95, -0.45], [0.09, 0.97, 0.32], [0.13, -0.15, 0.06], [-0.37, -0.28, -0.12], [0.01, 0.17, 0.11], [0.49, -0.13, -0.16], [-0.05, 0.12, 0.12], [1.24, -0.07, -0.69], [0.28, 0.09, -0.08], [-1.42, -0.19, 0.91], [-0.05, -0.07, 0.14], [0.13, 0.02, -0.10], [-0.20, -0.27, 0.02], [0.18, 0.15, -0.01], [0.15, 0.24, 0.09], [-0.31, 0.01, -0.23], [0.01, -0.31, 0.56], [-0.38, 0.47, -0.20], [0.24, -0.11, -0.07], [0.42, 0.09, -0.01], [-0.10, 0.07, 0.22], [-0.11, -0.09, -0.47], [-0.06, -0.25, 0.02], [-0.45, 0.22, -0.06], [0.69, -0.40, 0.35], [-0.37, -0.17, -0.22], [-0.06, 0.03, 0.09], [0.13, 0.09, 0.16], [-0.04, -0.17, -0.09], [0.17, 0.00, 0.00], [-0.14, 0.00, -0.20], [0.18, 0.08, -0.11], [-0.09, -0.04, -0.09], [0.14, -0.16, 0.20], [0.00, -0.07, -0.15], [-0.08, 0.07, -0.07], [0.06, 0.17, 0.02], [-0.10, -0.18, -0.07], [-0.13, -0.06, 0.08], [-0.15, 0.13, -0.04], [0.15, 0.15, -0.03], [-0.20, -0.06, 0.02], [0.15, 0.06, -0.09], [0.16, -0.13, 0.02], [0.14, -0.05, 0.06], [-0.05, 0.18, -0.01], [0.06, -0.02, 0.19], [-0.01, 0.13, 0.29], [-0.33, 0.19, -0.08], [-0.09, 0.17, -0.15], [0.41, 0.06, 0.14], [-0.01, 0.00, 0.07], [-0.01, 0.10, -0.09], [0.02, -0.06, -0.02], [0.03, -0.03, 0.07], [-0.06, 0.07, 0.03], [0.00, -0.14, -0.10], [0.01, -0.01, 0.00], [-0.01, 0.00, -0.03], [0.02, 0.02, -0.03], [-0.05, 0.02, 0.00], [-0.03, 0.10, -0.01], [-0.13, 0.19, -0.01], [-0.17, 0.01, 0.02], [-0.03, 0.00, -0.07], [0.04, 0.01, -0.05], [0.01, -0.10, 0.10], [0.04, 0.04, 0.05], [-0.05, -0.05, -0.02], [0.00, -0.06, -0.01], [-0.05, -0.08, -0.10], [0.02, -0.01, -0.04], [0.00, 0.03, -0.01], [0.03, 0.02, 0.00], [0.00, 0.01, 0.01], [0.00, -0.05, 0.04], [0.01, 0.04, -0.05], [-0.02, 0.05, 0.02], [0.04, -0.10, -0.04], [-0.05, -0.01, 0.05], [0.01, -0.05, -0.04], [0.01, 0.00, -0.02], [-0.01, 0.02, -0.02], [0.01, 0.03, -0.01], [-0.02, -0.01, 0.02], [0.01, 0.04, 0.02], [0.03, -0.04, 0.04], [0.00, -0.04, -0.02], [0.00, 0.06, 0.00], [0.01, 0.05, 0.08], [-0.16, -0.05, -0.15], [-0.02, -0.07, 0.00], [0.02, 0.05, -0.02], [0.00, 0.01, 0.00], [-0.01, 0.02, 0.02], [0.01, 0.01, 0.02], [-0.02, -0.01, 0.01], [0.00, -0.02, 0.02], [0.00, -0.01, -0.01], [0.06, 0.02, -0.01], [-0.06, -0.01, 0.01], [-0.02, -0.03, -0.02], [0.03, 0.09, 0.03], [0.04, -0.04, -0.02], [-0.06, 0.03, 0.16], [-0.01, 0.01, 0.00], [-0.02, -0.01, -0.01], [-0.02, -0.02, 0.01], [0.01, -0.04, -0.04], [0.09, -0.06, 0.03], [0.10, 0.06, -0.01]],
  "lumo_energy_ev": -4.39,
  "orbital_gap_ev": 7.40,
  "mol_weight_g_mol": 928.2,
  "total_charge": 1,
  "largest_force_ev_per_a": 1.8,
  "e_tot_ha": -4051.3925
}

=====

{
  "formula": "C42H42N5Sb2SeZr",
  "method": "wB97M-V/def2-TZVPD",
  "elements": ["Zr", "C", "C", "C", "Sb", "C", "C", "C", "C", "C", "C", "C", "C", "C", "C", "C", "C", "Sb", "C", "C", "C", "C", "C", "C", "C", "C", "C", "C", "C", "C", "H", "H", "H", "H", "H", "H", "H", "H", "H", "H", "H", "H", "H", "H", "H", "H", "H", "H", "H", "H", "H", "H", "H", "H", "H", "H", "N", "C", "N", "C", "N", "C", "C", "N", "C", "C", "N", "H", "H", "H", "H", "H", "C", "C", "C", "C", "C", "C", "Se", "C", "C", "C", "H", "H", "H", "H", "H", "H", "H", "H", "H", "H", "H"],
  "xyz": [[-0.371, 0.579, -0.342], [3.545, -2.388, 0.570], [2.879, -3.169, 1.695], [1.357, -3.051, 1.733], [0.598, -1.062, 2.113], [0.483, 2.214, 0.875], [-0.368, 2.397, 1.988], [-0.310, 3.525, 2.789], [0.606, 4.529, 2.496], [1.461, 4.386, 1.414], [1.404, 3.246, 0.621], [1.554, -0.517, 3.910], [1.870, -1.546, 4.798], [2.467, -1.247, 6.013], [2.735, 0.074, 6.347], [2.407, 1.097, 5.467], [1.814, 0.808, 4.248], [2.969, -0.339, 0.632], [3.212, 0.488, -1.286], [2.343, 1.331, -1.971], [2.615, 1.727, -3.270], [3.771, 1.284, -3.902], [4.650, 0.455, -3.226], [4.373, 0.057, -1.923], [4.289, 0.714, 1.857], [4.829, 0.073, 2.973], [5.758, 0.727, 3.764], [6.143, 2.025, 3.447], [5.610, 2.663, 2.334], [4.688, 2.008, 1.534], [3.255, -2.756, -0.415], [4.632, -2.432, 0.648], [3.303, -2.881, 2.658], [3.123, -4.227, 1.562], [0.942, -3.712, 2.496], [0.919, -3.355, 0.780], [-1.115, 1.642, 2.251], [-0.971, 3.629, 3.640], [0.649, 5.418, 3.111], [2.174, 5.168, 1.183], [2.098, 3.190, -0.209], [1.656, -2.583, 4.565], [2.710, -2.043, 6.704], [3.190, 0.307, 7.300], [2.616, 2.126, 5.729], [1.573, 1.614, 3.567], [1.456, 1.780, -1.509], [1.934, 2.386, -3.792], [3.987, 1.594, -4.915], [5.558, 0.116, -3.707], [5.084, -0.589, -1.420], [4.532, -0.936, 3.237], [6.187, 0.227, 4.621], [6.872, 2.536, 4.062], [5.929, 3.665, 2.080], [4.305, 2.502, 0.647], [-3.927, -1.996, 0.297], [-2.621, -1.906, 0.095], [-2.295, -0.616, 0.042], [-3.500, 0.027, 0.197], [-4.505, -0.785, 0.349], [-3.513, 1.476, 0.075], [-4.628, 2.287, 0.226], [-4.545, 3.597, 0.046], [-3.367, 4.106, -0.278], [-2.234, 3.308, -0.408], [-2.306, 1.984, -0.234], [-4.500, -2.828, 0.378], [-1.960, -2.750, -0.020], [-5.590, 1.866, 0.491], [-3.305, 5.176, -0.432], [-1.268, 3.742, -0.632], [0.474, 0.212, -7.579], [0.466, -0.174, -6.130], [-0.362, 0.464, -5.215], [-0.378, 0.087, -3.878], [-1.257, 0.830, -2.921], [0.445, -0.950, -3.446], [0.456, -1.545, -1.601], [1.296, -1.610, -4.335], [2.201, -2.727, -3.903], [1.285, -1.199, -5.663], [-0.162, 1.074, -7.770], [0.118, -0.614, -8.195], [1.485, 0.451, -7.911], [-1.013, 1.264, -5.549], [-1.980, 1.498, -3.394], [-0.666, 1.607, -2.355], [-1.827, 0.171, -2.248], [2.919, -2.379, -3.156], [2.759, -3.118, -4.750], [1.639, -3.554, -3.464], [1.934, -1.710, -6.366]],
  "forces_ev_per_a": [[-1.08, -0.30, 0.56], [0.15, -0.06, -0.14], [0.03, 0.13, 0.08], [-0.18, -0.22, 0.08], [0.81, 0.29, -0.66], [0.08, 0.06, -0.10], [0.04, -0.11, -0.10], [-0.07, -0.04, 0.08], [0.01, 0.01, 0.00], [0.01, -0.02, 0.00], [0.07, -0.01, 0.05], [-0.10, -0.14, 0.27], [0.01, -0.10, -0.05], [0.01, 0.08, 0.03], [-0.02, -0.01, -0.02], [0.03, -0.01, 0.03], [-0.07, 0.09, -0.20], [-0.14, 0.08, 0.31], [0.19, -0.04, -0.14], [-0.07, 0.06, -0.06], [-0.03, 0.03, -0.02], [0.00, -0.01, 0.00], [-0.02, 0.03, -0.03], [0.05, -0.03, 0.01], [0.24, -0.05, 0.15], [-0.13, -0.16, -0.01], [0.03, 0.11, -0.01], [-0.02, -0.01, -0.02], [0.05, -0.01, 0.08], [-0.13, 0.03, -0.19], [-0.02, 0.00, 0.01], [-0.01, 0.04, 0.00], [0.00, -0.01, 0.01], [-0.01, -0.01, 0.00], [-0.02, 0.05, 0.02], [-0.02, 0.04, 0.00], [-0.02, 0.01, -0.02], [-0.01, -0.02, -0.01], [0.00, 0.00, 0.00], [0.01, -0.01, -0.01], [-0.02, -0.03, -0.01], [-0.01, 0.01, -0.02], [0.00, -0.01, -0.01], [0.00, 0.00, 0.00], [0.00, 0.01, -0.01], [0.02, -0.01, 0.02], [0.07, -0.08, 0.13], [0.00, 0.00, 0.01], [-0.01, 0.01, 0.00], [0.00, -0.01, 0.01], [-0.03, 0.00, 0.03], [0.00, 0.01, 0.00], [-0.01, -0.02, 0.00], [0.00, 0.00, 0.00], [-0.01, 0.00, -0.01], [0.00, -0.01, 0.02], [0.07, -0.07, -0.09], [-0.10, -0.03, 0.13], [-0.02, -0.12, 0.13], [0.12, -0.12, -0.07], [-0.14, 0.18, 0.08], [0.08, 0.03, -0.02], [0.05, -0.11, 0.00], [-0.12, 0.07, 0.01], [0.13, -0.03, -0.02], [-0.07, 0.01, 0.02], [-0.07, 0.44, -0.29], [0.02, 0.00, -0.01], [0.03, 0.02, 0.00], [0.00, -0.01, 0.00], [-0.01, 0.00, 0.00], [0.01, -0.01, 0.00], [0.02, 0.01, -0.03], [0.00, -0.01, 0.04], [0.00, 0.01, 0.01], [-0.07, -0.04, 0.06], [0.31, 0.49, 0.13], [0.04, -0.06, -0.05], [0.07, 0.16, 0.02], [-0.04, 0.03, 0.02], [0.05, -0.06, 0.02], [-0.02, 0.03, -0.01], [0.00, 0.00, 0.00], [0.00, 0.00, 0.00], [0.00, -0.01, -0.02], [0.00, 0.00, -0.01], [-0.10, -0.21, -0.13], [0.10, -0.15, -0.02], [0.01, -0.07, -0.03], [0.00, 0.00, 0.00], [0.00, 0.00, 0.00], [-0.01, 0.01, -0.01], [0.01, 0.00, 0.00]],
  "lumo_energy_ev": -9.56,
  "orbital_gap_ev": 5.80,
  "mol_weight_g_mol": 1030.5,
  "total_charge": 3,
  "largest_force_ev_per_a": 1.3,
  "e_tot_ha": -4827.5057
}